DFT (ωB97M-V/def2-TZVPD) results for a cluster of 3 separate species, C52H57Br2ClF3N4O10P2S in total in a non-equilibrium geometry.

Last column: Mulliken charge in e.
CARTESIAN COORDINATES (ANGSTROEM)
C1 4.27712 2.16829 3.74058  -1.0121
C2 4.65749 2.84572 2.66512  -0.2053
C3 5.77875 2.24975 1.76962  -0.6207
N1 5.62712 2.37357 0.32104  1.2191
C4 5.07474 1.32601 -0.42612  -2.9719
N2 5.66073 0.17399 -0.56815  0.8540
C5 5.11410 -0.92082 -1.39073  -0.5138
C6 4.40250 -1.98770 -0.50235  -0.0100
O1 4.00139 -1.78834 0.57037  -0.3533
Br1 4.21063 -3.81976 -1.20755  -0.1416
P1 7.26923 -0.15852 0.24132  0.6215
O2 8.26004 -0.74059 -0.94849  -0.5976
Cl1 7.01926 -1.73155 1.58609  -0.2197
N3 3.88434 1.53274 -1.15037  1.6125
C7 2.56866 1.42800 -0.50076  -1.2055
C8 2.41275 0.89337 0.94813  0.3571
C9 1.50973 1.87762 1.75973  -0.6951
C10 0.01595 2.01584 1.28559  -0.7375
C11 -0.53405 0.88493 0.37031  -0.7053
C12 4.11726 2.68414 -2.02928  -2.3223
O3 4.76628 2.20894 -3.20310  0.3576
C13 3.85490 1.54191 -4.07549  -0.2012
C14 4.53972 0.35593 -4.85831  -0.8266
C15 6.09652 0.33235 -4.73355  -0.6070
C16 4.81370 3.93057 -1.38258  1.2501
C17 3.63734 4.67101 -0.60886  -0.3060
C18 2.67007 5.43651 -1.18357  -1.1117
P2 5.32957 5.04224 -2.83199  0.4896
O4 5.30706 6.63181 -2.34584  -0.5581
Br2 3.71819 5.02251 -4.44538  -0.2644
C19 6.01623 3.57486 -0.37816  0.7239
C20 6.22066 4.85040 0.51377  -0.8878
C21 7.57712 5.04883 1.24442  0.2751
C22 7.53998 6.52391 1.84810  -1.0912
C23 7.85963 7.62589 0.80605  -0.2843
N4 9.32850 7.69969 0.60191  -0.6258
S1 7.61504 3.13908 -1.24725  1.4302
O5 8.53056 2.56535 -0.27658  -0.6460
O6 7.43745 2.10360 -2.25812  -0.5143
C24 8.55999 4.51252 -2.08138  0.3248
F1 8.20889 5.76444 -1.75822  -0.1050
F2 9.85421 4.35930 -1.81489  -0.2086
F3 8.43435 4.39026 -3.40652  -0.1961
H1 3.40960 2.45355 4.34842  0.3581
H2 4.82880 1.24463 3.99574  0.3049
H3 4.17302 3.81615 2.48062  0.1585
H4 5.74784 1.16574 2.02973  0.5351
H5 6.79220 2.56052 2.09834  0.5731
H6 5.99527 -1.45574 -1.81701  0.8881
H7 4.51126 -0.59463 -2.25550  0.0503
H8 8.00884 -0.37146 -1.81939  0.4263
H9 2.06375 2.42320 -0.53925  0.5998
H10 1.92245 0.78916 -1.15010  0.0891
H11 3.33360 0.73040 1.53759  0.3990
H12 1.90977 -0.09601 0.89599  0.2564
H13 1.52169 1.63416 2.83859  0.4763
H14 1.97439 2.88731 1.64871  -0.1853
H15 -0.61062 2.00975 2.20702  0.4508
H16 -0.15372 3.02386 0.84616  0.3276
H17 -0.15094 1.04225 -0.65683  0.1119
H18 -1.63647 1.02113 0.30203  0.4902
H19 -0.36638 -0.13366 0.75261  -0.0019
H20 3.11163 3.03014 -2.36815  1.1326
H21 3.42770 2.21950 -4.84586  0.2956
H22 2.98353 1.10292 -3.53912  -0.0012
H23 4.11565 -0.59631 -4.46114  0.3969
H24 4.27825 0.39452 -5.93111  0.4366
H25 6.48794 -0.33139 -5.53435  0.4822
H26 6.43165 -0.13024 -3.77920  -0.0747
H27 6.51746 1.35145 -4.80024  0.1806
H28 3.57650 4.50262 0.48152  0.0223
H29 2.49438 6.44554 -0.76712  0.2624
H30 2.06465 5.08263 -2.03234  0.2315
H31 4.87048 6.75782 -1.48406  0.3406
H32 5.43871 5.00548 1.27589  0.5537
H33 6.12187 5.72042 -0.17335  -0.5835
H34 7.75659 4.40457 2.12399  0.3235
H35 8.48856 5.01698 0.62095  0.0802
H36 8.19101 6.54102 2.74050  0.5607
H37 6.48908 6.64658 2.21695  0.3194
H38 7.57313 8.59331 1.28104  0.5112
H39 7.27251 7.56538 -0.13386  0.0052
H40 9.60484 8.67536 0.65012  0.2527
H41 9.56248 7.29737 -0.30059  0.2191
C25 -0.52792 -5.12017 -0.25425  -0.6204
C26 -0.20652 -3.85551 0.23087  -0.2102
C27 -1.15485 -3.11352 0.91453  -0.5582
C28 -2.43261 -3.62365 1.10732  0.0910
C29 -2.76292 -4.88036 0.60086  0.1881
C30 -1.80324 -5.63149 -0.07051  -0.5913
C31 -4.14033 -5.42000 0.75641  0.5588
O7 -4.42667 -6.51572 0.31877  -0.6577
C32 -5.15761 -4.58829 1.44901  0.2443
C33 -6.46459 -5.05144 1.55418  -0.7108
C34 -7.41999 -4.28998 2.20966  -0.3688
C35 -7.07137 -3.06523 2.77151  -0.6829
C36 -5.77161 -2.59588 2.66527  -0.5026
C37 -4.81288 -3.35000 1.99632  0.1622
C38 -3.43326 -2.82132 1.85837  0.5659
O8 -3.12449 -1.74916 2.34423  -0.6928
H42 0.21694 -5.70443 -0.78102  0.3984
H43 0.78762 -3.45035 0.07606  0.5313
H44 -0.90153 -2.13434 1.29573  0.4284
H45 -2.05273 -6.61304 -0.45328  0.4857
H46 -6.73922 -6.00524 1.12117  0.5133
H47 -8.43929 -4.65054 2.28585  0.5092
H48 -7.81760 -2.47520 3.28914  0.4214
H49 -5.50522 -1.64060 3.09952  0.4662
C39 -11.44726 -7.54085 -1.86195  -0.4620
C40 -10.43503 -6.76537 -1.30427  -0.5281
C41 -10.73464 -5.83050 -0.32607  -0.5327
C42 -12.05047 -5.65788 0.09162  0.1904
C43 -13.06840 -6.41928 -0.48549  0.3176
C44 -12.76054 -7.36817 -1.45459  -0.6382
C45 -14.48583 -6.21418 -0.08708  0.5474
O9 -15.37097 -6.87897 -0.58609  -0.6592
C46 -14.79854 -5.17422 0.92694  0.1661
C47 -16.12363 -4.92903 1.27042  -0.5501
C48 -16.42627 -3.97044 2.22479  -0.4614
C49 -15.40541 -3.25822 2.84755  -0.4810
C50 -14.08358 -3.49483 2.50503  -0.5102
C51 -13.77596 -4.44590 1.53769  0.2054
C52 -12.35824 -4.66557 1.15400  0.5488
O10 -11.46557 -4.04133 1.69510  -0.7079
H50 -11.21019 -8.27737 -2.61994  0.3968
H51 -9.41067 -6.89305 -1.63293  0.4254
H52 -9.94187 -5.23361 0.10743  0.5389
H53 -13.54643 -7.96917 -1.89422  0.4768
H54 -16.92046 -5.48321 0.79065  0.4678
H55 -17.45935 -3.77765 2.48700  0.3985
H56 -15.64329 -2.51451 3.59827  0.3992
H57 -13.29210 -2.93584 2.98789  0.4572

Values from the calculation:
Charge = +1
DFT total energy = -9975.49017 Ha
HOMO = -10.711 eV
LUMO = -4.25 eV